# 1
C4H16ClN8O4V as an isolated structure. Source: OMol25; level of theory: ωB97M-V/def2-TZVPD.

Computed properties:
Net charge = +2
HOMO-LUMO gap (alpha / beta) = 3.2 / 3.3 eV
Energy above the lowest of the compared OMol25 structures with the same formula, charge and spin = 104.7 kcal/mol
Calculated total energy = -62707.188 eV
Multiplicity = 5
E_LUMO (alpha / beta) = -11.5 / -11.4 eV

```
34
Properties=species:S:1:pos:R:3:forces:R:3
H -0.092789 1.658718 -1.424357 -0.901 -0.591 -0.789
H -1.734029 -0.347402 2.393763 0.149 -0.353 -0.630
O -3.289589 1.581618 3.086343 -2.081 -0.367 1.332
H 1.847891 -4.581982 1.760833 -0.268 -1.146 -0.234
C -2.244659 1.635848 2.425183 4.994 -0.694 -2.767
H 1.701291 4.242138 -0.790157 0.248 -0.205 0.436
N -1.045469 -1.570842 -1.471547 -2.059 -0.020 3.424
O 0.469611 4.367968 -2.634397 -0.638 2.944 -1.616
N 1.193391 3.374848 -0.889847 4.409 0.804 5.824
C 0.352901 -3.437902 1.390883 -3.817 -2.251 -3.095
H 1.342351 2.617668 -0.238237 -0.270 0.465 -0.353
Cl 1.669791 0.651168 0.646503 2.322 -0.957 -0.857
O -0.650539 -3.164792 0.775043 -2.591 0.257 -1.364
H -0.920299 2.296918 -2.888757 0.140 -0.232 0.227
H 1.085811 -1.121392 -1.439287 0.016 -0.130 -0.103
H 0.753711 -1.572482 1.683043 -0.232 -0.372 0.228
C 0.392711 3.456248 -1.875347 -0.720 0.409 -4.140
N -1.617109 2.740068 2.097223 -1.318 3.151 0.632
H 1.830001 -2.574242 2.479443 -0.258 -0.518 0.033
O -1.052779 -1.127722 -3.659737 0.453 0.189 -0.624
C -0.472689 -1.310972 -2.615377 -3.002 0.176 -1.968
N 0.826531 -1.337662 -2.391187 5.726 0.724 -0.208
N -1.563039 0.552778 1.968873 -1.741 0.180 1.251
H -0.918859 0.798178 1.230683 -0.060 -0.964 -0.013
H -2.026769 3.634278 2.326703 -0.395 0.039 0.143
H 1.470231 -0.919022 -3.047297 -0.505 -0.110 -0.493
H -0.829279 2.905548 1.487273 0.188 -0.998 -0.027
N -0.263289 2.366118 -2.124787 -2.276 -3.372 0.232
V 3.923391 0.115388 -0.519657 -2.157 0.638 0.875
H -0.424379 -1.717152 -0.688637 -1.007 -0.708 0.132
N 0.879781 -4.599162 1.473493 1.503 -3.961 0.143
N 0.982951 -2.524192 1.931623 5.367 8.343 4.372
H -2.023029 -1.790982 -1.344987 0.270 -0.008 -0.309
H 0.446251 -5.297582 0.886683 0.510 -0.362 0.305
```
Positions in Å, forces in eV/Å.

# 2
C8H12NSSiTl as an isolated structure. Source: OMol25; level of theory: ωB97M-V/def2-TZVPD.

Computed properties:
Net charge = +2
HOMO-LUMO gap = 6.0 eV
Calculated total energy = -33369.680 eV
E_LUMO = -11.2 eV

```
24
Properties=species:S:1:pos:R:3:forces:R:3
H -0.875041 2.754164 3.429131 0.027 -0.087 0.083
H 0.358506 -1.141137 2.022714 -0.001 0.007 0.003
H 2.575811 -0.014274 -1.343603 0.015 0.002 -0.036
H -0.130014 0.393040 3.875679 -0.020 0.062 0.013
C -1.284514 -1.108901 -1.950984 -0.034 0.090 0.110
Tl -1.662880 5.277374 0.445047 -0.027 0.088 0.006
H 1.017363 -3.221447 -0.949432 0.010 -0.033 0.030
H -0.007387 -2.930301 0.449489 0.037 -0.050 -0.010
C 0.791349 -2.501430 -0.159372 -0.026 0.085 0.067
H -1.090900 -1.842473 -2.737332 -0.019 -0.013 -0.002
C -0.094866 0.307528 0.490345 -0.113 0.355 0.036
H 1.408060 0.767404 -2.434230 0.029 -0.021 -0.027
C 0.039852 -0.128069 1.814818 0.027 -0.090 0.117
H -2.100553 -1.490419 -1.335340 -0.014 -0.007 -0.037
S -0.725930 2.336702 -1.145995 -0.017 0.049 -0.354
H -1.597318 -0.180472 -2.428455 -0.013 -0.029 -0.028
C -0.663378 2.092135 2.596402 0.025 -0.075 0.073
Si 0.291173 -0.919922 -0.979439 0.056 -0.174 -0.248
H 1.693290 -2.393636 0.446859 -0.002 -0.062 -0.009
H 1.947039 -0.884534 -2.742405 0.024 0.000 -0.002
C -0.534909 1.708111 0.332186 0.046 -0.151 0.142
C -0.232365 0.725856 2.848579 -0.015 0.047 -0.001
C 1.686800 -0.171629 -1.956289 -0.023 0.095 0.106
N -0.809186 2.566332 1.411623 0.027 -0.087 -0.034
```
Positions in Å, forces in eV/Å.

# 3
C5H10NP as an isolated structure. Source: OMol25; level of theory: ωB97M-V/def2-TZVPD.

Computed properties:
HOMO-LUMO gap = 9.5 eV
Energy above the lowest of the compared OMol25 structures with the same formula, charge and spin = 68.7 kcal/mol
Calculated total energy = -16121.930 eV
E_LUMO = 0.9 eV

```
17
Properties=species:S:1:pos:R:3:forces:R:3
H -2.800927 -1.783742 0.412387 0.422 -0.362 -0.149
C -0.172632 1.526788 1.471216 -0.446 -0.906 0.637
P -1.194308 1.000804 2.514324 0.845 0.853 -0.554
N -1.541002 -0.442627 -0.234366 0.118 2.089 -0.102
H -0.395049 -0.572886 -2.065055 -0.513 0.705 0.964
H 2.820672 -1.804132 1.273120 -2.291 0.081 -0.089
C -0.592723 0.078966 -1.145870 1.007 -0.560 -1.116
H 1.449283 0.653454 -1.294615 0.486 0.018 -1.219
C -1.939340 -1.595212 -0.256886 -2.366 -1.545 1.983
H 1.221565 -0.387425 -0.007172 -0.256 -0.645 0.247
H -1.570695 -2.446466 -0.749535 0.779 -1.010 -1.394
H 0.474529 2.517790 -0.268866 -0.072 -0.304 0.109
C 0.761426 1.629252 0.327786 -0.155 2.311 1.438
H 1.768523 1.941061 0.723677 -0.664 -0.746 -0.419
H -1.032255 1.031953 -1.396706 -0.081 0.334 -0.923
C 0.742787 0.416261 -0.537529 0.828 -0.136 0.397
H 2.000145 -1.763839 1.234088 2.357 -0.176 0.190
```
Positions in Å, forces in eV/Å.

# 4
A 7-piece molecular cluster, C7H30B2F3O7S overall. Source: OMol25; level of theory: ωB97M-V/def2-TZVPD.

Computed properties:
Net charge = -1
HOMO-LUMO gap = 7.5 eV
Calculated total energy = -42414.956 eV
E_LUMO = 1.0 eV

```
50
Properties=species:S:1:pos:R:3:forces:R:3
O 4.000537 1.033567 -1.026335 0.733 0.284 -0.056
H -0.767710 1.252419 0.907833 0.188 -0.259 -0.936
H 2.223419 0.054460 0.482075 -0.008 0.084 -0.223
H 3.570695 -1.063740 0.788840 -0.057 0.374 0.269
H -1.836650 2.567831 1.065229 -1.451 -0.118 -0.804
C 2.829777 -0.737986 0.052827 0.447 -1.086 -0.048
H 0.208365 1.100773 -0.433891 -0.561 0.378 0.461
H -0.158328 3.295374 1.314638 1.353 0.606 -0.405
B -1.054708 2.852839 1.863883 -0.495 0.014 0.185
O 0.990259 2.183290 -1.277647 -0.048 -0.401 -0.648
H -3.141949 0.737991 3.100715 0.390 -0.003 -0.270
H -1.618364 -2.633895 -0.234605 0.336 0.464 -0.528
H -1.444742 3.538059 2.713415 -0.813 1.047 1.078
F 0.342644 2.174748 -4.269858 -0.142 0.381 -0.315
O 0.599465 4.587842 -1.344606 0.254 -1.243 -1.237
H 0.919529 -5.217948 0.833151 -0.579 0.095 -0.512
O -0.716231 -2.985423 -0.141927 0.421 -0.385 0.813
C 2.861952 -0.493027 -2.529909 0.693 -1.548 0.064
O 2.433592 3.577120 -2.640505 -0.782 -0.388 -0.341
C 0.441499 -4.472711 1.467960 1.182 0.410 1.166
H -0.683205 -2.155918 2.450818 0.195 -0.239 0.181
H -1.497136 -4.590635 0.750192 -0.402 0.007 0.549
H 1.988040 0.130132 -2.705915 0.297 0.495 0.319
H 2.478734 -1.517954 -2.591257 0.025 -0.053 0.076
H -2.019134 1.929741 3.083096 1.306 0.800 -0.954
H -1.881896 -3.367098 3.024994 0.759 -0.705 0.051
H -2.255007 -2.320144 1.805263 0.149 -0.082 -0.646
H 3.412637 1.650513 -1.479575 -0.257 -0.165 -0.017
H 1.254158 -3.790929 1.747510 -0.165 0.384 -0.343
H 0.262131 -4.962492 2.431189 -0.309 -0.215 -0.125
F -0.224083 4.306690 -4.196808 0.237 0.058 -0.509
H -2.751024 -1.545114 -0.496026 0.043 -1.435 0.580
H -1.258475 0.311292 -0.416868 -0.061 0.129 0.322
B -2.928336 -0.434747 -0.752611 -0.750 -0.071 0.150
H -3.208957 1.808197 4.231238 0.280 0.148 -0.071
H -3.050200 0.271508 0.158088 0.021 0.746 1.733
H 4.571671 -0.851633 -1.150675 -0.141 -0.386 -0.637
O -0.466483 0.628389 0.175503 0.698 -0.113 -0.264
H -2.058448 -0.063816 -1.412782 1.297 0.563 -1.250
S 1.107593 3.416722 -2.068730 -0.159 1.756 1.757
C 3.616000 -0.328214 -1.207675 -1.205 1.454 0.680
C -0.830707 -3.770570 1.052596 -0.294 -1.106 -1.254
H -0.725250 1.866485 2.390945 0.784 -1.519 0.805
H 3.600493 -0.431802 -3.331073 -0.248 0.431 -0.218
O -2.585228 1.300696 3.680005 -1.493 -0.709 0.658
C -1.403743 -2.921029 2.147843 -1.022 1.374 0.642
F -1.341283 2.850117 -3.093973 0.296 0.001 0.145
C -0.109920 3.183587 -3.504991 0.484 -0.517 1.198
H 2.231247 -1.641863 -0.096265 -0.269 0.188 -0.219
H -3.927229 -0.311684 -1.315331 -1.153 0.079 -1.054
```
Positions in Å, forces in eV/Å.

Among the records above, which one has the lowest calculated total energy?
C4H16ClN8O4V

Look up the calculated total energy of the first one.
-62707.188 eV

The highest calculated total energy belongs to which entry?
C5H10NP

Among the records above, which one has the highest calculated total energy?
C5H10NP